Computed, not measured: a single C4H10N4 molecule in a non-equilibrium geometry, with ωB97M-V/def2-TZVPD.

Atoms and positions in Å:
N1 1.1687 -1.0064 -1.0065
C1 0.9756 -0.5036 0.3362
C2 1.1843 1.0288 0.3200
N2 -0.0395 1.6185 -0.3249
C3 -1.3551 1.2033 -0.0086
N3 -2.1021 0.0954 -0.3154
N4 -1.2752 -1.1330 -0.3063
C4 -0.3277 -1.1558 0.6947
H1 0.0081 -1.2849 -1.3309
H2 1.6219 -0.1791 -1.6333
H3 1.6050 -1.2104 0.9476
H4 2.1722 1.0197 -0.5054
H5 1.5986 1.7272 1.2905
H6 -0.1740 2.7151 -0.7180
H7 -2.0615 2.1439 0.2261
H8 -1.9843 -2.0277 -0.4233
H9 -0.2422 -2.1846 0.9918
H10 -0.7729 -0.8666 1.7655

Properties
Relative energy (zero: lowest compared OMol25 entry of this formula, charge and spin)   6.6855 eV
Kohn-Sham gap   0.313 Ha
SMILES string   N[C@H]1CNC=NNC1

---

Computed, not measured: 3 unconnected molecules or ions with the total composition C4H10 in a non-equilibrium geometry, with ωB97M-V/def2-TZVPD.

Atoms and positions in Å:
C1 1.2011 -1.4546 0.4576
C2 0.8435 -0.0221 0.5712
C3 0.6947 0.9012 -0.4347
C4 -2.3356 0.5326 -0.5168
H1 0.9388 -1.9687 1.3595
H2 0.9707 -1.8279 -0.5646
H3 0.4550 0.3271 1.5413
H4 -2.2595 0.0501 -1.4956
H5 0.5121 1.9477 -0.3186
H6 2.7321 -0.6457 0.9717
H7 1.2405 0.5219 -1.3443
H8 -3.3710 0.5443 -0.1689
H9 -1.5443 0.0223 -0.0117
H10 -2.0466 1.5839 -0.4888

Properties
Relative energy (zero: lowest compared OMol25 entry of this formula, charge and spin)   5.1808 eV
Kohn-Sham gap   0.303 Ha

---

Computed, not measured: 2 unconnected molecules or ions with the total composition C5H15NO2 in a non-equilibrium geometry, with ωB97M-V/def2-TZVPD.

Atoms and positions in Å:
C1 -2.9140 0.7071 0.6958
O1 -3.1656 1.6610 -0.3425
C2 -1.9370 -0.4000 0.2720
C3 -0.6051 -0.5354 1.0588
C4 0.5194 -0.3108 0.0675
C5 2.8796 0.1902 0.6912
N1 1.4499 0.6588 0.6212
H1 -2.3400 1.2253 1.5935
H2 -3.7741 0.1883 0.9961
H3 -2.3685 2.2766 -0.3477
H4 -1.7500 -0.3006 -0.8598
H5 -2.6238 -1.3659 0.4473
H6 -0.6697 0.2233 1.8504
H7 -0.3805 -1.5076 1.5064
H8 1.1413 -1.2513 -0.1918
H9 0.0935 0.1565 -0.8819
H10 3.1066 -0.8833 0.4447
H11 3.5773 0.7767 0.0033
H12 3.1633 0.2478 1.7380
H13 1.4053 1.4499 0.0017
H14 1.7365 -0.9021 -2.3022
H15 1.3513 -1.1654 -3.8611
O2 2.1042 -1.1388 -3.2008

Properties
Relative energy (zero: lowest compared OMol25 entry of this formula, charge and spin)   3.8654 eV
Net charge   +1
Kohn-Sham gap (alpha / beta)   0.371 / 0.184 Ha
Multiplicity   2

---

Computed, not measured: a single C20H19N3O molecule in a non-equilibrium geometry, with ωB97M-V/def2-TZVPD.

Atoms and positions in Å:
C1 2.2706 2.1465 -1.4170
C2 1.6814 0.8078 -0.8483
N1 1.6346 0.5094 0.4666
N2 2.3161 1.4426 1.3566
C3 2.3131 1.2392 2.6361
O1 2.7385 2.1530 3.5298
C4 1.2040 0.4349 3.1204
N3 -0.0885 0.3390 2.6002
C5 -0.6558 -0.4825 1.7041
C6 -0.6193 -1.7855 1.7680
C7 -1.3985 -2.6989 1.1450
C8 -1.9845 -2.2903 0.0686
C9 -1.9508 -0.8688 -0.4558
C10 -2.9378 -0.3422 -1.3935
C11 -2.8264 0.9000 -1.6985
C12 -2.2380 2.0543 -0.8551
C13 -1.4719 1.5523 0.0748
C14 -1.4421 0.1961 0.5160
C15 1.0739 -0.0847 -1.6175
C16 1.1042 -1.5749 -1.1254
C17 0.6325 -2.5409 -1.9418
C18 -0.2194 -2.0980 -3.0960
C19 -0.1298 -0.7238 -3.5282
C20 0.4551 0.2487 -2.7253
H1 3.2711 2.4189 -1.1093
H2 2.3145 2.1967 -2.3126
H3 1.7871 3.0432 -1.1167
H4 2.8879 2.4097 1.1511
H5 1.6725 -0.6805 2.6650
H6 0.9743 0.1026 4.3214
H7 -0.4049 1.3723 2.3677
H8 -0.0734 -2.4365 2.7975
H9 -1.2955 -3.5734 1.2306
H10 -2.6454 -2.8819 -0.6631
H11 -3.4377 -0.9023 -1.9258
H12 -3.3901 1.3065 -2.5174
H13 -2.3458 3.0604 -1.0615
H14 -1.1223 2.0653 0.8194
H15 1.6302 -1.6787 -0.1382
H16 0.5627 -3.4851 -1.6253
H17 -0.8042 -2.6209 -3.7007
H18 -0.7266 -0.6279 -4.3469
H19 0.1293 1.1944 -2.8935

Properties
Relative energy (zero: lowest compared OMol25 entry of this formula, charge and spin)   14.7999 eV
Kohn-Sham gap   0.267 Ha
SMILES string   C/C(=N\NC(=O)CNc1cccc2ccccc12)c1ccccc1

---

Computed, not measured: 2 unconnected molecules or ions with the total composition C6H16S in a non-equilibrium geometry, with ωB97M-V/def2-TZVPD.

Atoms and positions in Å:
C1 1.0599 -1.1355 0.9702
C2 1.4592 -0.3639 -0.3092
C3 2.9165 0.1271 -0.2968
C4 1.0518 -1.0440 -1.6115
H1 1.9309 -1.1977 1.6285
H2 0.8366 -2.1930 0.7936
H3 0.2160 -0.6742 1.4470
H4 0.9036 0.5656 -0.1568
H5 3.5732 -0.6946 0.0090
H6 3.2648 0.3535 -1.3079
H7 3.0336 1.0000 0.3270
H8 0.8768 -0.3214 -2.4056
H9 1.7768 -1.8202 -1.8466
H10 0.0739 -1.5091 -1.4530
C5 -1.7693 1.0385 1.1779
C6 -3.1048 0.8201 0.5037
S1 -3.5899 1.9598 -0.8688
H11 -1.0333 1.5768 0.5959
H12 -1.3596 0.0412 1.2889
H13 -1.8795 1.5082 2.1518
H14 -3.2739 -0.1538 0.0443
H15 -3.9755 0.8462 1.1619
H16 -2.9877 1.2703 -1.8434

Properties
Relative energy (zero: lowest compared OMol25 entry of this formula, charge and spin)   0.7596 eV
Kohn-Sham gap   0.364 Ha
SMILES string   CC(C)C.CCS

---

Computed, not measured: a molecular structure, C30H29AsBrCl3N7S2V in a non-equilibrium geometry, with ωB97M-V/def2-TZVPD.

Atoms and positions in Å:
V1 -1.2217 0.4836 0.0750
C1 0.1792 -5.4098 2.2286
C2 -0.2412 -4.0822 2.7302
N1 -0.4627 -3.7730 3.9639
N2 -0.8099 -2.4585 3.9211
C3 -0.8054 -1.9310 2.6939
S1 -1.2008 -0.3045 2.4182
N3 -0.4435 -2.9822 1.9122
N4 -0.2350 -2.9390 0.5422
H1 0.2054 -6.0976 3.0697
H2 1.1760 -5.3596 1.7874
H3 -0.5196 -5.7850 1.4805
H4 -1.0342 -1.9644 4.7692
H5 -0.9761 -3.4451 0.0719
H6 0.6630 -3.3599 0.3341
N5 -5.2359 0.5930 -0.3137
C4 -4.3109 1.5085 -0.6151
S2 -3.1848 1.9643 0.5928
N6 -4.3510 2.0130 -1.8470
C5 -3.6131 3.0942 -2.4194
C6 -3.3382 4.2526 -1.7104
C7 -2.6613 5.2829 -2.3444
C8 -2.2723 5.1634 -3.6700
C9 -2.5633 4.0029 -4.3736
C10 -3.2378 2.9681 -3.7497
H7 -5.2617 0.2206 0.6202
H8 -5.9753 0.3421 -0.9511
H9 -4.9690 1.5532 -2.5012
H10 -3.6446 4.3448 -0.6792
H11 -2.4432 6.1905 -1.7977
H12 -1.7528 5.9761 -4.1592
H13 -2.2542 3.8979 -5.4047
H14 -3.4563 2.0512 -4.2852
Cl1 -5.2391 -2.7136 -1.5399
C11 -4.1436 -2.7183 -0.1529
Cl2 -3.5059 -4.4150 0.0238
Cl3 -5.0784 -2.4088 1.3647
C12 -3.1363 -1.7168 -0.3066
N7 -2.2922 -0.8987 -0.3211
Br1 -0.5850 1.9494 -1.6667
C13 3.6925 -3.3061 2.3906
C14 3.6699 -3.2725 1.0028
C15 2.9706 -2.2712 0.3392
C16 2.2929 -1.2911 1.0599
C17 2.3402 -1.3181 2.4532
C18 3.0306 -2.3233 3.1157
As1 1.2380 0.0912 0.1552
C19 1.8991 1.6131 1.1680
C20 3.2319 1.6688 1.5755
C21 3.6862 2.7292 2.3428
C22 2.8142 3.7475 2.7068
C23 1.4904 3.7041 2.2984
C24 1.0349 2.6388 1.5348
C25 2.1990 0.1681 -1.5297
C26 1.7740 -0.6891 -2.5421
C27 2.3873 -0.6601 -3.7837
C28 3.4231 0.2339 -4.0213
C29 3.8402 1.0958 -3.0188
C30 3.2269 1.0680 -1.7727
H15 4.2362 -4.0874 2.9059
H16 4.2098 -4.0190 0.4339
H17 2.9720 -2.2353 -0.7437
H18 1.8543 -0.5314 3.0198
H19 3.0599 -2.3377 4.1980
H20 3.9133 0.8739 1.2978
H21 4.7200 2.7610 2.6612
H22 3.1677 4.5769 3.3048
H23 0.8106 4.5001 2.5725
H24 -0.0058 2.6249 1.2251
H25 0.9363 -1.3553 -2.3618
H26 2.0487 -1.3202 -4.5717
H27 3.8951 0.2663 -4.9945
H28 4.6405 1.7996 -3.2063
H29 3.5317 1.7678 -1.0062

Properties
Relative energy (zero: lowest compared OMol25 entry of this formula, charge and spin)   0.7179 eV
Net charge   +1
Kohn-Sham gap (alpha / beta)   0.274 / 0.225 Ha
Multiplicity   2

---

Computed, not measured: a single C3H7NO3 molecule in a non-equilibrium geometry, with ωB97M-V/def2-TZVPD.

Atoms and positions in Å:
N1 -1.2484 1.0794 -0.3577
C1 -0.0075 0.3991 0.0777
C2 -0.5529 -1.0733 0.4136
O1 -1.0361 -1.0301 1.7253
C3 1.2450 0.4299 -0.7972
O2 1.1446 0.9056 -1.9125
O3 2.3478 -0.0758 -0.0442
H1 -1.3453 1.1953 -1.3108
H2 -1.2521 2.0261 0.0245
H3 0.3983 0.7822 1.0687
H4 0.3467 -1.8012 0.4663
H5 -1.3703 -1.2349 -0.3900
H6 -1.7765 -1.6382 1.6155
H7 3.1067 0.0359 -0.5792

Properties
Relative energy (zero: lowest compared OMol25 entry of this formula, charge and spin)   2.2485 eV
Kohn-Sham gap   0.380 Ha
SMILES string   N[C@@H](CO)C(=O)O

---

Computed, not measured: 2 unconnected molecules or ions with the total composition C4H7NO2, with ωB97M-V/def2-TZVPD.

Atoms and positions in Å:
C1 0.5933 1.7939 0.2098
C2 0.3432 0.3804 -0.2917
C3 -0.0624 -0.5455 0.8191
N1 -1.2391 -1.0105 0.6952
C4 -1.7427 -0.4775 -0.5433
O1 -2.8151 -0.6872 -1.0205
O2 -0.8034 0.3281 -1.1272
H1 -0.2486 2.1218 0.8274
H2 0.7016 2.4831 -0.6304
H3 1.5064 1.8245 0.8133
H4 1.2040 -0.0074 -0.8518
H5 0.5796 -0.7853 1.6653
H6 1.3568 -2.6892 -0.3500
H7 0.6262 -2.7291 -0.2152

Properties
Relative energy (zero: lowest compared OMol25 entry of this formula, charge and spin)   1.7004 eV
Kohn-Sham gap   0.406 Ha
SMILES string   C[C@H]1C=NC(=O)O1.[H][H]

---

Computed, not measured: a single CH2Cl2N2 molecule in a non-equilibrium geometry, with ωB97M-V/def2-TZVPD.

Atoms and positions in Å:
N1 -1.2947 -0.1617 0.1769
C1 0.1874 -0.1695 0.0482
Cl1 0.8382 -1.8005 -0.1529
N2 0.8918 0.8674 0.0870
Cl2 2.6159 0.8736 -0.0941
H1 -1.5986 0.6797 0.6884
H2 -1.6401 -0.2889 -0.7535

Properties
Relative energy (zero: lowest compared OMol25 entry of this formula, charge and spin)   0.5042 eV
Kohn-Sham gap   0.398 Ha
SMILES string   N/C(Cl)=N/Cl